No. 1
C4H8O | ωB97M-V/def2-TZVPD

Lowest unoccupied orbital energy   0.9 eV
Kohn-Sham gap   9.985 eV
F_max   0.77 eV/Å
Structure (SMILES)   C=CC=C.O

Geometry as XYZ:
```
13
Properties=species:S:1:pos:R:3:mulliken_charge:R:1
C 0.5923 0.4881 2.2154 -0.799
H 1.4822 -0.9560 1.0140 0.276
H -1.4222 0.0905 0.5417 0.237
C -0.5800 -0.5654 0.3656 -0.080
H 0.0966 -2.1436 -0.8015 0.247
O -0.2990 1.4121 -2.6984 -0.632
C 0.5755 -0.4030 1.2312 0.136
H -1.4508 -1.3065 -1.4208 0.322
H -0.2843 1.1053 2.4059 0.217
C -0.6725 -1.3883 -0.6783 -0.840
H 1.4361 0.6789 2.8624 0.275
H 0.3215 2.0917 -2.9788 0.313
H 0.2047 0.8963 -2.0582 0.327
```

---

No. 2
C22H14CoN5O6 | ωB97M-V/def2-TZVPD

Lowest unoccupied orbital energy (spin up / spin down)   -4.3 / -4.4 eV
Kohn-Sham gap (spin up / spin down)   8.176 / 8.028 eV
Total charge   +1
Multiplicity   2
F_max   0.85 eV/Å

Geometry as XYZ:
```
48
Properties=species:S:1:pos:R:3:mulliken_charge:R:1
N -0.7342 -1.4019 -2.1097 0.087
H 3.2215 2.7136 -3.3180 0.399
N -3.8479 1.7815 4.1098 1.065
C -1.6707 -2.2868 -1.7865 0.086
C 2.2324 1.0110 -2.4469 0.260
O 0.2237 -1.0633 0.6352 -0.823
C -2.7492 0.8378 3.8055 -0.083
H 0.0704 -1.6264 3.0163 0.580
N 2.6459 -0.3657 -0.5601 0.069
O -4.2419 2.4823 3.2023 -0.612
H -2.2890 0.1286 -4.6639 0.411
C -2.1276 -0.5699 -3.8557 -0.594
H -2.6910 0.0719 5.8170 0.622
H -0.5834 1.6272 -4.9756 0.403
C -1.2561 -0.8409 4.4965 -0.150
C -0.6587 -0.1309 0.8393 1.004
C 5.0351 0.8511 0.0868 -0.421
C 0.2177 1.4469 -4.2744 -0.464
C -2.2371 0.8063 2.5240 -0.634
N -0.7122 -1.7215 5.5528 1.071
C 4.3185 1.2692 -1.0284 -0.647
N 1.1574 0.2236 -2.5026 0.250
C 4.5327 -0.1707 0.8707 -0.809
H 2.8761 -1.5383 1.1073 0.462
C 0.1502 0.4140 -3.3551 0.412
H 5.9719 1.3282 0.3402 0.450
C 1.3432 2.2601 -4.2627 -0.807
C -1.2168 -0.0897 2.2345 0.298
C -0.7198 -0.9229 3.2265 -0.588
H 1.4193 3.0740 -4.9710 0.443
O 0.2283 -2.4286 5.2536 -0.622
O -1.2352 -1.6716 6.6423 -0.602
C -0.9553 -0.5463 -3.1333 0.574
O -0.9436 0.7437 0.0320 -0.604
C -3.1039 -1.4998 -3.5176 -0.481
O -4.2771 1.7854 5.2415 -0.606
C 3.1278 0.6417 -1.3253 0.746
C 2.3631 2.0587 -3.3407 -0.470
Co 0.9181 -1.0400 -1.1477 -0.481
C -2.2787 0.0274 4.8205 -0.355
H -1.4515 -2.9305 -0.9446 0.493
C -2.8733 -2.3715 -2.4710 -0.809
H -2.6202 1.4666 1.7602 0.613
H 5.0548 -0.5170 1.7505 0.415
H -3.6083 -3.1051 -2.1743 0.421
C 3.3258 -0.7526 0.5151 0.170
H 4.6840 2.0750 -1.6485 0.407
H -4.0349 -1.5339 -4.0667 0.451
```

---

No. 3
C19H23BrFeN2O4S | ωB97M-V/def2-TZVPD

Lowest unoccupied orbital energy (spin up / spin down)   2.5 / 2.5 eV
Kohn-Sham gap (spin up / spin down)   6.280 / 6.281 eV
Total charge   -1
Multiplicity   6
F_max   0.24 eV/Å

Geometry as XYZ:
```
51
Properties=species:S:1:pos:R:3:mulliken_charge:R:1
C -1.9242 1.7203 -2.6224 0.421
H 2.5635 2.4955 0.1331 0.415
H -3.5591 -2.7624 -1.1841 0.362
H -2.1619 -3.7386 -0.7193 0.357
H 3.3183 -0.0456 -2.2822 0.028
H -1.7639 -2.2418 2.6842 0.295
H -2.7290 -3.7016 2.3727 0.427
H -3.7540 -0.8164 1.9980 0.290
N -1.8227 -1.2698 0.1939 -0.360
C 3.4377 1.8747 0.2773 -0.205
H -1.1533 -3.4829 1.5784 0.324
H 6.8186 1.9534 0.2013 0.378
H 0.5545 -1.5278 1.3595 -0.237
O -1.2601 0.6412 -2.5793 -0.564
H 2.2156 -0.1101 -3.6815 0.218
C -2.3034 2.2975 -1.2545 0.313
C 1.8519 0.0009 0.6798 0.917
S 1.9864 -2.0706 -2.3236 -0.100
C 5.6361 0.2110 0.6040 -0.776
H -4.4783 -1.0326 0.3992 0.329
H 6.4925 -0.4417 0.7149 0.380
C 1.6266 -1.3568 1.2658 -0.952
H -4.2438 4.6240 0.2280 0.390
O 0.8168 -1.3220 -1.5554 -0.503
N -1.7604 1.7117 -0.1832 0.380
Fe -0.7452 -0.3699 -0.8739 0.489
C -2.1004 2.1571 1.0067 -0.146
O -2.2919 2.3494 -3.6101 -0.754
H 4.2130 -1.3526 0.9539 0.315
H -3.7421 -4.0349 0.0466 0.412
H 2.1247 -1.4346 2.2359 0.633
Br -1.3371 1.3261 2.5367 -0.124
C 3.2498 0.5291 0.5838 0.355
H -4.7072 -2.2766 1.6524 0.409
C 5.8176 1.5547 0.3110 -0.362
C -2.0534 -2.9673 1.9200 -1.612
O 0.9346 0.7038 0.2927 -0.553
C -3.5427 3.8075 0.1059 -0.321
C 4.3540 -0.3007 0.7457 -0.287
C 4.7168 2.3878 0.1488 -0.549
C -2.7100 -2.2345 0.7353 1.705
H -3.5825 3.7804 -2.0674 0.496
C -3.1924 3.3558 -1.1542 -0.575
H 3.6894 -1.1156 -3.6591 0.332
C -3.0709 -3.2635 -0.3466 -1.772
H 2.0433 -2.1079 0.5908 0.263
C 2.8872 -0.6923 -3.0492 -0.595
C -2.9887 3.1995 1.2209 -0.583
H 4.8591 3.4345 -0.0879 0.377
C -3.9996 -1.5539 1.2304 -1.498
H -3.2300 3.5093 2.2267 0.420
```